55
Properties=species:S:1:pos:R:3:forces:R:3 method="wB97M-V/def2-TZVPD" orbital_gap_ev=9.990 smiles="O=C1OC[C@@H](F)O1.C[N+](=O)[O-].C[N+](=O)[O-].C[N+](=O)[O-].ClCCCl.ClCCCl.ClCCCl" e_tot_ha=-4173.8042 molar_mass_g_mol=586.05 lumo_ev=-0.25
O -50.04465 -8.12052 8.86228 0.4361 -0.3030 -0.3248
C -49.26010 -8.64694 8.13735 -1.3163 0.3698 1.0814
O -47.99327 -8.28144 7.97069 0.8007 0.6800 -0.1055
C -47.52678 -8.87383 6.77254 0.3321 -1.0272 -0.1315
C -48.36436 -10.14438 6.72723 0.1531 0.3575 -0.3893
F -47.75923 -11.15728 7.43625 -0.1486 0.2357 0.3016
O -49.55202 -9.73186 7.37356 0.4863 -0.8532 -0.7769
H -47.71040 -8.21320 5.92373 -0.0497 -0.0639 0.0108
H -46.47675 -9.15643 6.82378 0.0372 0.3877 0.2366
H -48.48559 -10.55287 5.72417 -0.7016 0.2064 0.1086
C -38.87258 -7.16154 2.85583 -0.0884 -0.1045 0.2433
N -39.74816 -7.31609 4.04762 -0.7051 -0.3127 -0.0969
O -39.36464 -7.94434 5.00672 0.5463 -0.0972 0.0900
O -40.86447 -6.85187 3.94926 -0.1842 0.2590 -0.0784
H -37.91252 -7.60517 3.09025 0.0920 0.2304 -0.0527
H -38.87125 -6.09949 2.63535 0.2821 -0.0160 -0.0800
H -39.37171 -7.69984 2.05536 0.0153 0.0129 -0.0389
C -46.15602 -9.79665 10.40954 0.5043 0.1596 0.4243
N -44.97348 -9.96486 11.32725 -0.2434 -1.3063 0.9551
O -44.69429 -9.13411 12.16304 -0.1758 0.2888 -0.7187
O -44.42451 -11.06295 11.25045 0.0714 0.6901 -0.2907
H -46.47867 -10.81239 10.22322 -0.1004 0.0705 -0.3349
H -45.76886 -9.28898 9.53117 -0.1805 -0.0503 -0.1238
H -46.92065 -9.21376 10.91219 0.1387 0.1467 0.0209
C -41.13721 -9.83349 11.17361 0.5173 -0.3152 1.3176
N -41.47142 -8.92774 12.31789 0.4573 1.4809 -0.0487
O -41.38217 -7.73923 12.03280 -0.2424 -0.3298 0.0216
O -41.71217 -9.32515 13.43257 -0.0224 -0.7419 -0.2736
H -41.24947 -10.85768 11.51597 -0.5776 0.0100 -0.3513
H -40.06933 -9.67660 11.03387 -0.0562 0.1890 -0.3224
H -41.70976 -9.46574 10.33714 -0.1096 -0.3552 -0.1539
Cl -40.90770 -7.63798 8.52411 0.0445 0.4430 -0.0015
C -41.50695 -8.87359 7.39184 0.3209 0.3602 0.0607
C -42.74827 -8.41633 6.65991 -0.0748 -0.1131 0.3323
Cl -44.06900 -7.83683 7.74805 0.2394 0.1128 -0.1630
H -41.55746 -9.75992 8.01625 -0.3418 -0.3078 -0.4704
H -40.73960 -8.91770 6.61848 0.0193 -0.5274 0.1777
H -43.23381 -9.21120 6.10028 0.3735 -0.1518 -0.1346
H -42.40426 -7.62893 5.98991 -0.5512 0.2689 0.0781
Cl -44.56850 -2.16058 4.92340 -0.1686 0.1038 -0.0729
C -45.15726 -3.75542 5.39310 0.1575 -0.9844 1.0077
C -44.08561 -4.85246 5.22962 -1.1010 0.3965 -0.6222
Cl -42.59395 -4.42759 6.05818 0.2692 -0.1011 0.0471
H -46.08809 -3.97705 4.87443 0.2682 -0.0800 -0.4757
H -45.44260 -3.78262 6.44718 0.1915 0.6036 0.0365
H -43.92525 -5.02077 4.16600 0.4611 0.0049 0.0603
H -44.45536 -5.77566 5.67234 -0.0500 0.0103 0.0473
Cl -39.42763 -13.86318 10.09982 -0.1477 -0.3829 -0.1043
C -41.06757 -14.45433 10.55995 0.5103 0.4205 0.0675
C -42.08421 -14.19956 9.48290 -0.2779 -0.1008 -0.3499
Cl -42.15523 -12.51455 8.88380 -0.0384 -0.1771 0.1621
H -41.23425 -13.94345 11.50270 -0.4925 -0.0580 -0.0413
H -41.03710 -15.53166 10.71319 0.2283 0.0333 0.1174
H -43.08117 -14.46979 9.82951 0.0235 0.1746 0.1853
H -41.88350 -14.83682 8.62361 0.1689 0.1537 -0.0629